Record 1
Molecular formula: C31H59Br26GaNO
Method: DFT, the ωB97M-V functional and the def2-TZVPD basis

Cartesian coordinates (Å):
O 0.79 5.08 -0.55
Ga 0.20 3.28 -0.28
C 1.78 1.94 -0.42
C 3.09 2.50 -0.56
C 4.16 1.50 -0.63
C 3.78 0.16 -0.55
N 2.50 -0.40 -0.43
C 1.51 0.50 -0.37
H 1.22 5.31 0.29
H -0.95 2.97 -1.35
H -0.30 3.17 1.26
H 3.26 3.58 -0.61
H 5.22 1.80 -0.74
H 4.61 -0.57 -0.58
H 0.47 0.12 -0.26
Br -5.54 -0.35 -0.61
C -3.97 0.39 -1.51
C -2.75 -0.47 -1.28
Br -2.02 -0.19 0.50
H -3.85 1.41 -1.15
H -4.24 0.40 -2.56
H -1.96 -0.18 -1.97
H -2.95 -1.53 -1.38
Br 4.00 -2.68 4.93
C 5.01 -1.19 4.17
C 4.14 -0.31 3.32
Br 3.77 -1.11 1.58
H 5.84 -1.62 3.62
H 5.39 -0.64 5.03
H 4.65 0.63 3.10
H 3.17 -0.09 3.78
Br -7.19 3.81 2.96
C -6.86 1.93 2.58
C -5.86 1.34 3.54
Br -4.04 1.86 3.10
H -6.55 1.86 1.55
H -7.83 1.45 2.70
H -5.86 0.25 3.47
H -6.03 1.63 4.57
Br -10.24 1.15 1.17
C -11.42 2.66 1.52
C -11.71 2.80 2.99
Br -13.01 1.48 3.59
H -12.31 2.51 0.92
H -10.88 3.53 1.16
H -12.17 3.76 3.20
H -10.83 2.68 3.62
Br -6.08 -3.96 -2.87
C -6.17 -5.09 -1.29
C -6.15 -4.27 -0.02
Br -4.35 -3.64 0.38
H -5.35 -5.80 -1.35
H -7.12 -5.63 -1.38
H -6.43 -4.88 0.83
H -6.79 -3.40 -0.07
Br 2.61 -3.03 0.19
C 1.96 -4.78 -0.38
C 0.67 -5.14 0.31
Br 0.98 -5.71 2.14
H 2.76 -5.50 -0.20
H 1.80 -4.69 -1.46
H 0.19 -5.99 -0.18
H -0.03 -4.31 0.35
Br 5.11 -3.38 -2.66
C 7.04 -3.25 -2.49
C 7.44 -3.44 -1.05
Br 7.06 -1.83 -0.05
H 7.34 -2.29 -2.90
H 7.45 -4.05 -3.12
H 8.51 -3.60 -0.96
H 6.91 -4.26 -0.57
Br 1.93 -0.78 -6.76
C 3.87 -0.65 -6.65
C 4.32 -0.85 -5.23
Br 4.01 0.75 -4.16
H 4.16 0.31 -7.07
H 4.25 -1.45 -7.29
H 5.40 -1.01 -5.18
H 3.82 -1.67 -4.73
Br 4.55 1.37 6.95
C 5.59 2.82 6.16
C 4.74 3.69 5.28
Br 4.38 2.84 3.56
H 6.42 2.36 5.63
H 5.97 3.39 7.01
H 5.26 4.61 5.03
H 3.77 3.92 5.72
Br 4.04 5.58 -1.47
C 5.81 6.23 -1.96
C 6.56 5.22 -2.79
Br 7.26 3.78 -1.68
H 6.32 6.49 -1.04
H 5.63 7.14 -2.54
H 7.44 5.68 -3.24
H 5.95 4.76 -3.56
Br 7.78 -3.33 4.74
C 7.70 -4.44 6.33
C 7.70 -3.61 7.59
Br 9.48 -2.93 8.00
H 8.54 -5.13 6.28
H 6.77 -5.00 6.25
H 7.42 -4.21 8.45
H 7.04 -2.75 7.52
Br -4.47 -1.32 -4.95
C -3.04 -0.63 -6.08
C -1.82 -1.52 -6.03
Br -0.83 -1.25 -4.38
H -2.84 0.38 -5.75
H -3.46 -0.61 -7.09
H -1.13 -1.26 -6.82
H -2.06 -2.58 -6.09
Br -12.20 2.48 -2.42
C -10.40 3.07 -2.88
C -9.67 2.03 -3.69
Br -9.05 0.57 -2.57
H -9.90 3.31 -1.95
H -10.54 3.98 -3.46
H -8.77 2.46 -4.13
H -10.28 1.59 -4.48

Kohn-Sham gap   6.246 eV
HOMO   -4.6013 eV
Electronic energy   -70195.68714 Ha
Net charge   -1
Largest force on an atom   5.42 eV/A

Atomic partial charges in e from the Mulliken method, atoms 1 to 5:
1. O -0.6525
2. Ga 0.0663
3. C 0.5789
4. C 0.2441
5. C -0.1584



Record 2
Molecular formula: C2H4NO2
Method: DFT, the ωB97M-V functional and the def2-TZVPD basis

Cartesian coordinates (Å):
C -0.44 -1.46 -1.26
C 0.20 0.53 1.32
N 0.68 1.49 0.72
O 0.17 -0.53 -0.88
O -0.22 -0.26 2.00
H -0.58 -1.64 -2.29
H -1.14 -1.90 -0.55
H 0.84 1.46 -0.28
H 0.49 2.31 1.22

Kohn-Sham gap   10.518 eV
HOMO   -15.2358 eV
Electronic energy   -283.51539 Ha
Net charge   +1
Largest force on an atom   3.56 eV/A

Atomic partial charges in e from the Mulliken method, atoms 1 to 5:
1. C -0.0854
2. C 0.7689
3. N -0.2508
4. O -0.4457
5. O -0.1091



Record 3
Molecular formula: C18H21F4N3O3SSc
Method: DFT, the ωB97M-V functional and the def2-TZVPD basis

Cartesian coordinates (Å):
Sc 0.71 1.74 0.16
C -3.37 3.37 0.34
C -1.88 3.08 0.26
N -1.50 1.67 -0.05
C -1.86 1.28 -1.45
C -0.58 1.00 -2.21
C -2.02 0.69 0.93
C -1.29 0.83 2.25
N 0.13 0.98 1.92
C 1.11 0.64 2.85
C 2.40 0.48 2.37
F 2.53 0.70 0.99
C 3.49 0.13 3.12
F 4.68 0.00 2.54
C 3.32 -0.07 4.47
C 2.06 0.09 5.00
F 1.87 -0.08 6.30
C 0.96 0.45 4.23
F -0.22 0.63 4.82
H -3.52 4.44 0.46
H -3.84 2.87 1.19
H -3.88 3.06 -0.58
H -1.40 3.35 1.22
H -1.42 3.70 -0.52
H -2.40 2.08 -1.95
H -2.51 0.40 -1.41
H -0.05 1.94 -2.38
H -0.75 0.64 -3.22
H 0.07 0.24 -1.73
H -1.81 -0.30 0.52
H -3.10 0.77 1.05
H -1.47 -0.06 2.86
H -1.65 1.69 2.83
H 4.16 -0.35 5.10
N 1.78 3.62 0.78
C 1.68 3.90 -0.63
C 2.26 2.97 -1.50
C 1.95 3.04 -2.86
C 1.04 3.98 -3.30
C 0.57 4.98 -2.44
C 0.88 4.95 -1.10
S 0.06 3.69 -4.79
O -0.11 4.99 -5.39
O 0.81 2.70 -5.53
O -1.12 3.17 -4.11
H 2.74 3.56 1.11
H 1.29 4.30 1.36
H 2.91 2.19 -1.12
H 2.32 2.31 -3.57
H -0.09 5.73 -2.86
H 0.48 5.68 -0.41

Kohn-Sham gap   6.830 eV
HOMO   -11.3073 eV
Electronic energy   -2646.65130 Ha
Net charge   +1
Largest force on an atom   0.52 eV/A

Atomic partial charges in e from the Mulliken method, atoms 1 to 5:
1. Sc 0.4172
2. C -1.5070
3. C -0.2564
4. N 1.1078
5. C -0.7922



Record 4
Molecular formula: C28H76N2O10
Method: DFT, the ωB97M-V functional and the def2-TZVPD basis

Cartesian coordinates (Å):
C 11.55 12.48 -5.02
C 11.57 12.78 -6.54
C 10.32 12.18 -7.15
O 11.67 14.19 -6.73
H 12.53 12.16 -4.65
H 10.93 11.61 -4.72
H 11.09 13.26 -4.40
H 12.45 12.20 -6.83
H 10.33 11.12 -6.87
H 10.37 12.15 -8.24
H 9.39 12.62 -6.80
H 12.53 14.42 -6.36
C 6.13 18.38 -12.92
C 6.73 19.19 -11.78
C 7.83 18.48 -11.03
O 7.34 20.38 -12.40
H 5.14 18.75 -13.20
H 6.03 17.32 -12.65
H 6.78 18.45 -13.78
H 6.01 19.61 -11.07
H 8.57 19.22 -10.72
H 8.36 17.68 -11.56
H 7.49 17.98 -10.12
H 6.67 21.05 -12.55
C 2.94 14.01 -5.37
C 3.40 15.41 -5.63
C 2.35 16.52 -5.44
O 4.49 15.70 -4.74
H 1.93 13.77 -5.66
H 3.24 13.75 -4.35
H 3.57 13.34 -5.98
H 3.73 15.57 -6.67
H 1.85 16.51 -4.48
H 1.62 16.54 -6.26
H 2.85 17.48 -5.60
H 5.09 16.34 -5.13
C 9.35 14.65 -9.73
C 9.41 14.77 -11.25
C 9.93 13.48 -11.88
O 8.05 14.95 -11.68
H 8.86 15.54 -9.31
H 10.35 14.55 -9.30
H 8.65 13.87 -9.43
H 10.09 15.59 -11.50
H 9.27 12.64 -11.68
H 10.95 13.22 -11.57
H 10.05 13.70 -12.95
H 7.96 14.81 -12.63
C 8.79 22.73 -5.98
C 8.84 21.64 -4.92
C 9.77 21.87 -3.75
O 7.49 21.34 -4.52
H 8.72 22.25 -6.94
H 9.74 23.28 -6.05
H 8.01 23.47 -5.76
H 9.16 20.71 -5.42
H 10.72 22.26 -4.12
H 9.87 21.03 -3.08
H 9.39 22.71 -3.15
H 7.54 20.68 -3.81
C 7.79 16.41 -4.85
C 9.03 16.29 -5.73
C 9.63 17.63 -6.05
O 9.97 15.56 -4.92
H 7.96 17.05 -3.99
H 7.48 15.43 -4.52
H 7.03 16.91 -5.46
H 8.73 15.71 -6.61
H 10.00 18.14 -5.14
H 8.86 18.36 -6.34
H 10.42 17.66 -6.79
H 10.57 15.03 -5.48
C 10.76 15.72 -0.62
C 9.84 16.91 -0.37
C 9.69 17.73 -1.64
O 8.54 16.37 -0.03
H 11.07 15.21 0.29
H 11.71 16.15 -1.01
H 10.43 15.08 -1.43
H 10.13 17.49 0.50
H 9.51 17.10 -2.52
H 10.56 18.36 -1.86
H 8.83 18.41 -1.60
H 8.31 15.70 -0.69
C 13.32 19.46 -10.66
C 12.44 18.26 -10.95
C 11.44 18.03 -9.80
O 11.66 18.53 -12.14
H 14.11 19.19 -9.94
H 12.79 20.33 -10.26
H 13.95 19.83 -11.48
H 13.08 17.43 -11.22
H 10.63 17.52 -10.31
H 10.98 18.97 -9.48
H 11.89 17.43 -9.01
H 11.42 19.46 -12.17
C 5.79 12.48 -2.49
C 7.11 13.15 -2.17
C 8.09 13.01 -3.32
O 6.90 14.51 -1.79
H 5.85 11.47 -2.90
H 5.36 13.03 -3.35
H 5.06 12.63 -1.70
H 7.51 12.74 -1.24
H 7.60 13.05 -4.29
H 8.64 12.07 -3.17
H 8.86 13.79 -3.30
H 6.98 15.14 -2.52
C 13.89 15.69 -4.10
O 13.96 14.94 -5.06
N 12.87 16.60 -3.96
N 14.75 15.58 -3.01
H 12.80 17.24 -3.19
H 12.15 16.56 -4.66
H 14.51 16.09 -2.18
H 15.64 15.14 -3.05

Kohn-Sham gap   10.196 eV
HOMO   -9.8367 eV
Electronic energy   -1974.29115 Ha
Net charge   0
SMILES string   NC(N)=O.CC(C)O.CC(C)O.CC(C)O.CC(C)O.CC(C)O.CC(C)O.CC(C)O.CC(C)O.CC(C)O
Largest force on an atom   2.44 eV/A

Atomic partial charges in e from the Mulliken method, atoms 1 to 5:
1. C -1.0585
2. C 0.6301
3. C -1.4722
4. O -0.3585
5. H 0.3370